No. 1
# C46H71AgAsF6N3O27

C46H71AgAsF6N3O27 as an isolated structure in a non-equilibrium geometry (ωB97M-V with the def2-TZVPD basis set, the OMol25 dataset).

Structure (ORCA input):
```
! wB97M-V def2-TZVPD RIJCOSX def2/J DEFGRID3
* xyz 0 1
Ag 4.179 0.134 0.983
As 0.267 0.733 0.444
F -0.066 -0.794 1.211
F -0.205 1.652 1.865
F 0.604 2.260 -0.323
F 0.745 -0.116 -1.016
F -1.368 0.682 -0.197
F 1.926 0.738 1.089
C 1.394 4.809 -2.031
C 1.676 3.686 -2.821
C 1.398 3.673 -4.170
C 0.853 4.841 -4.746
C 0.614 5.959 -3.976
C 0.834 5.930 -2.614
N 0.564 4.789 -6.173
O 1.086 3.923 -6.846
O -0.130 5.687 -6.633
H 1.652 4.746 -0.983
H 2.073 2.808 -2.331
H 1.478 2.814 -4.820
H 0.219 6.840 -4.464
H 0.655 6.824 -2.033
C -3.872 -2.635 -1.841
C -2.590 -2.602 -1.292
C -2.006 -3.755 -0.755
C -2.769 -4.938 -0.814
C -4.062 -4.941 -1.244
C -4.616 -3.797 -1.779
N -2.138 -6.226 -0.488
O -0.964 -6.209 -0.157
O -2.820 -7.230 -0.375
H -4.318 -1.724 -2.214
H -1.938 -1.737 -1.295
H -0.995 -3.761 -0.379
H -4.634 -5.860 -1.208
H -5.608 -3.798 -2.209
C 1.362 -5.831 3.371
C 1.345 -4.432 3.304
C 0.132 -3.779 3.201
C -1.044 -4.471 3.131
C -1.015 -5.859 3.194
C 0.176 -6.542 3.325
N -2.312 -3.790 2.915
O -3.275 -4.372 2.469
O -2.365 -2.641 3.309
H 2.301 -6.351 3.513
H 2.278 -3.886 3.323
H 0.131 -2.702 3.090
H -1.897 -6.453 2.989
H 0.143 -7.622 3.356
C 1.869 4.336 2.362
C 2.167 3.142 3.235
O 3.496 3.300 3.762
C 4.546 2.907 3.089
O 4.539 2.540 1.935
O 5.616 3.086 3.840
C 6.892 2.769 3.295
H 0.867 4.334 1.930
H 2.521 4.365 1.487
H 2.024 5.267 2.909
H 2.122 2.209 2.671
H 1.512 2.966 4.086
H 7.330 3.634 2.795
H 6.776 1.893 2.659
H 7.543 2.596 4.151
C 5.302 -6.083 0.096
C 4.129 -5.813 1.032
O 4.252 -4.490 1.532
C 3.673 -3.440 0.941
O 4.054 -2.324 1.139
O 2.602 -3.825 0.269
C 1.844 -2.816 -0.431
H 5.202 -5.610 -0.878
H 5.481 -7.154 -0.042
H 6.238 -5.787 0.576
H 4.105 -6.511 1.869
H 3.181 -6.011 0.530
H 2.486 -1.984 -0.708
H 1.026 -2.448 0.182
H 1.475 -3.345 -1.307
C 7.465 -3.567 -1.920
C 6.489 -2.540 -1.395
O 5.799 -1.984 -2.513
C 4.798 -1.147 -2.299
O 4.586 -0.593 -1.252
O 4.160 -0.993 -3.443
C 3.086 -0.050 -3.436
H 8.038 -3.975 -1.082
H 8.201 -3.160 -2.611
H 6.957 -4.446 -2.318
H 7.019 -1.798 -0.795
H 5.748 -2.994 -0.735
H 2.835 0.129 -4.477
H 3.320 0.916 -2.987
H 2.222 -0.450 -2.906
C -3.626 4.431 0.663
C -2.189 4.238 0.198
O -2.061 3.691 -1.093
C -2.357 4.437 -2.135
O -2.719 5.591 -2.139
O -2.274 3.694 -3.218
C -2.513 4.272 -4.477
H -4.273 3.572 0.488
H -4.101 5.320 0.252
H -3.543 4.543 1.749
H -1.744 3.519 0.887
H -1.607 5.164 0.237
H -3.569 4.535 -4.563
H -2.196 3.685 -5.335
H -2.011 5.232 -4.626
C -0.002 -0.610 4.411
C 1.407 -0.602 3.848
O 2.343 -0.691 4.917
C 3.615 -0.650 4.593
O 4.039 -0.441 3.474
O 4.353 -0.883 5.650
C 5.768 -0.735 5.487
H -0.048 0.255 5.084
H -0.276 -1.417 5.088
H -0.675 -0.514 3.565
H 1.625 0.304 3.288
H 1.471 -1.412 3.115
H 6.049 0.291 5.259
H 6.033 -1.364 4.635
H 6.278 -1.108 6.367
C -6.285 1.521 -6.430
C -4.875 1.127 -6.148
O -4.369 1.641 -4.909
C -4.669 0.959 -3.814
O -5.211 -0.124 -3.777
O -4.382 1.684 -2.752
C -4.525 1.126 -1.448
H -6.980 1.040 -5.737
H -6.668 1.230 -7.408
H -6.369 2.604 -6.323
H -4.172 1.539 -6.875
H -4.683 0.052 -6.186
H -5.083 1.828 -0.835
H -3.525 1.030 -1.026
H -5.046 0.173 -1.436
C -3.713 0.750 2.430
C -5.131 1.109 2.835
O -5.789 1.565 1.656
C -6.990 2.071 1.728
O -7.675 2.209 2.712
O -7.382 2.423 0.502
C -8.694 2.923 0.326
H -3.612 -0.024 1.666
H -3.122 0.366 3.262
H -3.213 1.624 2.009
H -5.039 1.889 3.592
H -5.670 0.277 3.287
H -8.764 3.890 0.833
H -9.492 2.254 0.637
H -8.746 3.179 -0.732
*
```

E_HOMO: -9.66 eV
largest force on an atom: 0.0409 hartree/bohr
frontier orbital gap: 9.296 eV
DFT total energy: -189746.1362 eV
E_LUMO: -0.0133 Eh



No. 2
# C20H29N5OS2

One molecule with the formula C20H29N5OS2 (ωB97M-V with the def2-TZVPD basis set, the OMol25 dataset).

Structure (ORCA input):
```
! wB97M-V def2-TZVPD RIJCOSX def2/J DEFGRID3
* xyz 0 1
C -5.411 -2.527 -0.359
O -4.389 -1.665 0.066
C -3.723 -2.131 1.224
C -2.615 -1.154 1.595
C -3.150 0.273 1.821
N -2.592 1.243 0.910
C -1.391 1.818 1.119
S -0.539 1.500 2.510
N -0.947 2.742 0.223
C 0.318 3.397 0.474
C 1.460 2.512 -0.065
N 0.996 1.787 -1.236
C 0.721 0.445 -1.130
N -0.400 0.033 -1.721
C -0.798 -1.225 -1.595
C -2.060 -1.616 -2.289
N -0.188 -2.136 -0.858
C 0.975 -1.765 -0.348
S 1.987 -2.866 0.525
C 3.257 -1.666 0.574
C 2.911 -0.482 0.010
C 1.567 -0.493 -0.492
C 3.932 0.604 -0.161
C 5.339 0.009 -0.124
C 5.512 -0.803 1.156
C 4.594 -2.026 1.126
C 0.039 2.563 -1.999
C -1.269 2.746 -1.191
H -5.015 -3.518 -0.612
H -6.179 -2.644 0.416
H -5.856 -2.077 -1.245
H -3.293 -3.125 1.033
H -4.446 -2.222 2.051
H -2.112 -1.520 2.489
H -1.881 -1.139 0.789
H -2.913 0.608 2.833
H -4.232 0.289 1.682
H -3.010 1.277 -0.007
H 0.437 3.547 1.547
H 0.293 4.370 -0.024
H 2.327 3.128 -0.322
H 1.731 1.795 0.708
H -2.222 -0.973 -3.150
H -2.002 -2.656 -2.594
H -2.901 -1.507 -1.603
H 3.756 1.122 -1.106
H 3.850 1.336 0.647
H 6.077 0.812 -0.165
H 5.491 -0.638 -0.990
H 6.548 -1.127 1.268
H 5.259 -0.176 2.012
H 4.483 -2.447 2.128
H 5.032 -2.807 0.496
H 0.504 3.525 -2.225
H -0.174 2.038 -2.929
H -1.936 1.920 -1.433
H -1.754 3.693 -1.456
*
```

E_HOMO: -7.72 eV
largest force on an atom: 0.0168 hartree/bohr
relative energy (zero: lowest compared OMol25 entry of this formula, charge and spin): 0.000 eV
SMILES: COCCCNC(=S)N1CCN(c2nc(C)nc3sc4c(c23)CCCC4)CC1
frontier orbital gap: 8.462 eV
DFT total energy: -52380.2735 eV
E_LUMO: 0.0273 Eh